No. 1
ORCA calculation (wB97M-V/def2-TZVPD) on C54H53GeI4N6NiO2P as an isolated structure.

frontier orbital gap (alpha / beta): 5.2643 / 5.2797 eV
LUMO (alpha / beta): -6.6 / -6.6 eV
HOMO level (alpha / beta): -11.85 / -11.86 eV
strongest force on any atom: 0.91 eV/A
net charge: +2

Geometry (Å):
Ni -0.227 -0.305 0.532
I 2.235 -5.031 -7.420
C 1.593 -4.263 -5.607
C 2.057 -4.798 -4.411
C 1.591 -4.315 -3.200
C 0.627 -3.294 -3.128
C 0.265 -2.702 -4.353
C 0.718 -3.186 -5.569
C 0.117 -2.708 -1.859
C -0.989 -1.864 -1.902
C -2.103 -2.073 -2.796
C -3.015 -1.131 -2.499
C -2.435 -0.296 -1.482
C -3.026 0.890 -1.053
C -4.324 1.293 -1.673
C -4.367 1.698 -3.003
C -5.566 2.059 -3.598
C -6.740 2.010 -2.858
I -8.542 2.554 -3.739
C -6.715 1.599 -1.532
C -5.509 1.244 -0.946
C -2.491 1.680 -0.067
N -1.247 1.459 0.596
C -1.352 2.291 1.759
C -0.572 2.200 2.874
C -0.800 3.163 3.998
C -1.863 2.951 4.871
C -2.094 3.820 5.927
C -1.253 4.909 6.118
I -1.595 6.219 7.695
C -0.184 5.126 5.260
C 0.037 4.252 4.204
C 0.322 1.139 3.097
C 1.163 1.075 4.253
C 1.777 -0.137 4.221
C 1.299 -0.807 3.047
N 0.423 -0.005 2.360
C 1.665 -2.104 2.696
C 1.326 -2.676 1.483
C 1.679 -4.013 1.116
C 1.320 -4.171 -0.177
C 0.701 -2.942 -0.591
N 0.657 -2.060 0.448
C 2.500 -2.881 3.653
C 2.022 -3.160 4.933
C 2.794 -3.868 5.840
C 4.067 -4.293 5.479
I 5.242 -5.327 6.845
C 4.556 -4.030 4.206
C 3.769 -3.336 3.301
C -2.484 3.148 1.634
C -3.169 2.782 0.529
N -1.231 -0.803 -1.070
H 2.790 -5.593 -4.421
H 2.014 -4.745 -2.308
H -0.357 -1.819 -4.363
H 0.404 -2.707 -6.486
H -2.202 -2.898 -3.480
H -3.997 -1.005 -2.923
H -3.451 1.743 -3.582
H -5.585 2.376 -4.632
H -7.630 1.546 -0.959
H -5.499 0.904 0.083
H -2.516 2.098 4.727
H -2.923 3.647 6.600
H 0.472 5.972 5.410
H 0.868 4.427 3.535
H 1.242 1.842 5.007
H 2.446 -0.556 4.955
H 2.114 -4.749 1.770
H 1.350 -5.090 -0.733
H 1.028 -2.836 5.216
H 2.402 -4.093 6.822
H 5.543 -4.369 3.921
H 4.152 -3.152 2.303
H -2.748 3.914 2.345
H -4.081 3.215 0.155
C 1.675 7.219 0.126
C 1.658 5.770 -0.343
C 1.368 4.796 0.794
C 1.526 3.325 0.390
Ge 0.010 2.712 -0.651
C 0.129 1.822 -2.378
C 1.449 2.078 -3.111
C 1.685 3.547 -3.451
C 3.105 3.814 -3.930
H 1.860 7.903 -0.701
H 2.458 7.376 0.870
H 0.721 7.495 0.580
H 2.618 5.512 -0.802
H 0.896 5.652 -1.122
H 0.355 4.982 1.167
H 2.044 5.015 1.627
H 1.579 2.661 1.255
H 2.416 3.169 -0.226
H -1.017 3.852 -0.694
H -0.709 2.217 -2.958
H -0.052 0.762 -2.218
H 1.453 1.498 -4.043
H 2.293 1.748 -2.496
H 1.488 4.155 -2.562
H 0.962 3.866 -4.207
H 3.830 3.532 -3.165
H 3.253 4.867 -4.168
H 3.324 3.240 -4.833
N 3.892 1.059 2.239
C 4.210 0.007 1.206
P 3.445 0.595 -0.355
O 4.185 1.826 -0.724
O 1.954 0.610 -0.152
C 3.747 -0.731 -1.590
N 2.725 -0.476 -2.648
H 4.709 1.292 2.803
H 3.139 0.737 2.873
H 3.576 1.928 1.789
H 3.826 -0.946 1.559
H 5.290 -0.037 1.089
H 3.586 -1.732 -1.186
H 4.731 -0.654 -2.048
H 1.795 -0.496 -2.207
H 2.737 -1.169 -3.404
H 2.839 0.461 -3.049

=====

No. 2
ORCA calculation (wB97M-V/def2-TZVPD) on C54H53N13O14 as an isolated structure at a distorted geometry.

frontier orbital gap: 6.0306 eV
LUMO: -2.1 eV
HOMO level: -8.18 eV
ΔE to the lowest compared entry with this formula, charge and spin: 5172.2 kJ/mol
strongest force on any atom: 15.41 eV/A

Geometry (Å):
C -1.687 -0.077 -2.862
C -2.614 1.107 -2.703
N -3.358 1.990 -2.496
H -1.488 -0.256 -3.918
H -2.142 -0.980 -2.454
H -0.698 0.098 -2.439
C 2.569 4.539 -1.030
C 3.127 3.285 -0.458
N 3.516 2.328 0.032
H 3.162 4.869 -1.883
H 2.830 5.223 -0.222
H 1.501 4.517 -1.243
C 2.465 2.242 -4.849
C 2.393 1.235 -3.783
N 2.349 0.389 -2.985
H 2.019 1.775 -5.727
H 3.512 2.520 -4.974
H 1.821 3.081 -4.587
C -0.506 3.317 -2.548
C -1.563 3.914 -3.354
N -2.519 4.354 -3.908
H -0.388 3.934 -1.657
H 0.438 3.244 -3.088
H -0.765 2.297 -2.263
C -0.694 0.731 -6.089
C -0.108 1.309 -4.910
N 0.323 1.743 -3.908
H -1.560 0.135 -5.801
H -0.013 0.012 -6.544
H -0.996 1.555 -6.735
C 2.811 0.600 -0.909
C 4.232 0.257 -0.635
N 5.306 0.008 -0.291
H 2.811 1.454 -1.586
H 2.457 0.973 0.052
H 2.149 -0.185 -1.276
C -2.312 -3.133 2.561
C -2.073 -4.279 3.302
C -0.916 -4.335 4.073
C 0.097 -3.331 3.992
C -0.167 -2.231 3.135
C -1.390 -2.129 2.430
N 1.412 -3.459 4.697
O 1.530 -4.494 5.417
O 2.323 -2.656 4.380
H -3.257 -3.005 2.054
H -2.745 -5.109 3.463
H -0.729 -5.208 4.681
H 0.467 -1.357 3.121
H -1.594 -1.271 1.806
C 2.566 -4.099 -1.788
C 1.605 -5.068 -1.601
C 0.322 -4.791 -1.937
C -0.112 -3.531 -2.466
C 0.873 -2.544 -2.508
C 2.189 -2.835 -2.183
N -1.507 -3.359 -2.814
O -2.153 -4.416 -2.814
O -1.906 -2.235 -3.154
H 3.594 -4.383 -1.614
H 1.828 -6.022 -1.146
H -0.357 -5.627 -1.860
H 0.642 -1.550 -2.862
H 2.965 -2.085 -2.232
C 0.753 3.550 2.330
C -0.467 3.963 1.913
C -0.790 5.272 1.538
C 0.310 6.162 1.414
C 1.594 5.770 1.844
C 1.800 4.447 2.289
N -0.009 7.527 1.074
O -1.132 7.836 0.789
O 0.955 8.277 0.970
H 0.890 2.545 2.700
H -1.288 3.273 1.785
H -1.799 5.467 1.206
H 2.402 6.479 1.939
H 2.734 4.045 2.653
C 3.722 -4.536 3.242
C 4.430 -3.495 2.626
C 3.750 -2.677 1.703
C 2.412 -2.923 1.375
C 1.728 -3.929 2.023
C 2.369 -4.785 2.939
N 1.764 -2.065 0.290
O 2.442 -1.117 -0.072
O 0.633 -2.278 -0.127
H 4.278 -5.101 3.976
H 5.475 -3.308 2.822
H 4.356 -1.918 1.230
H 0.700 -4.029 1.706
H 1.798 -5.608 3.342
C -4.675 0.429 1.989
C -3.696 -0.418 2.475
C -2.563 0.039 3.157
C -2.417 1.400 3.355
C -3.395 2.287 2.829
C -4.433 1.774 2.048
N -1.243 1.866 4.093
O -0.507 1.058 4.692
O -1.083 3.082 4.180
H -5.573 0.014 1.554
H -3.885 -1.476 2.378
H -1.978 -0.749 3.606
H -3.384 3.363 2.919
H -5.237 2.394 1.679
C 0.615 1.136 -1.968
C 0.413 -0.071 -1.403
C 0.175 -0.227 -0.052
C 0.208 0.883 0.845
C 0.345 2.135 0.230
C 0.572 2.291 -1.135
N -0.012 0.769 2.323
O 0.147 -0.328 2.788
O -0.383 1.740 2.941
H 0.649 1.266 -3.039
H 0.496 -0.944 -2.033
H -0.009 -1.225 0.319
H 0.319 3.044 0.812
H 0.732 3.253 -1.599
C -2.731 -3.563 -0.935
C -1.538 -2.986 -0.525
C -1.569 -1.696 -0.118
C -2.718 -0.924 -0.208
C -3.900 -1.533 -0.635
C -3.905 -2.848 -0.994
N -2.607 0.536 0.175
O -3.585 1.205 -0.062
O -1.646 0.943 0.797
H -2.677 -4.619 -1.155
H -0.603 -3.498 -0.350
H -0.739 -1.293 0.444
H -4.854 -1.035 -0.719
H -4.825 -3.311 -1.318

=====

No. 3
ORCA calculation (wB97M-V/def2-TZVPD) on C54H54BrFN9O4RhSb as an isolated structure at a distorted geometry.

frontier orbital gap (alpha / beta): 7.7731 / 5.5049 eV
LUMO (alpha / beta): -6.2 / -8.5 eV
HOMO level (alpha / beta): -13.99 / -13.99 eV
ΔE to the lowest compared entry with this formula, charge and spin: 0.0 kJ/mol
2S+1: 5
strongest force on any atom: 1.43 eV/A
net charge: +3

Geometry (Å):
Rh 0.199 0.439 0.572
O 4.388 1.193 5.250
C 3.595 0.936 4.211
C 3.988 0.211 3.086
C 3.077 0.026 2.077
N 1.822 0.498 2.128
C 1.471 1.180 3.218
Br -0.304 1.822 3.208
C 2.295 1.438 4.280
H 5.281 0.850 5.117
H 4.987 -0.197 3.002
H 3.345 -0.521 1.182
H 1.972 2.014 5.137
F -1.671 -2.627 6.550
C -1.766 -3.196 5.332
C -1.318 -2.487 4.259
C -1.422 -3.004 2.965
C -0.991 -2.221 1.809
O -0.590 -1.036 1.987
C -1.111 -2.853 0.548
C -1.675 -4.099 0.480
N -2.094 -4.812 1.529
C -2.721 -6.109 1.312
C -2.172 -7.016 0.262
C -1.981 -7.353 1.710
C -1.979 -4.277 2.811
C -2.430 -4.989 3.924
C -2.355 -4.470 5.206
N -2.840 -5.218 6.301
C -2.584 -4.807 7.688
C -3.129 -5.874 8.638
N -2.994 -7.223 7.983
C -3.935 -7.337 6.801
C -4.091 -5.958 6.165
C -0.696 -2.271 -0.769
O -1.066 -2.828 -1.783
O 0.062 -1.197 -0.756
H -0.913 -1.494 4.409
H -1.813 -4.547 -0.494
H -3.794 -6.087 1.446
H -1.302 -6.701 -0.297
H -2.891 -7.582 -0.311
H -0.983 -7.226 2.114
H -2.547 -8.170 2.138
H -2.837 -5.978 3.773
H -3.049 -3.859 7.958
H -1.512 -4.703 7.834
H -4.184 -5.748 8.863
H -2.575 -5.876 9.571
H -3.177 -7.973 8.650
H -2.033 -7.337 7.663
H -4.885 -7.715 7.170
H -3.505 -8.064 6.118
H -4.919 -5.411 6.626
H -4.356 -6.094 5.124
C -0.597 4.114 0.563
C -1.151 3.193 -0.467
N -1.011 1.873 -0.511
C -1.780 1.410 -1.578
C -2.381 2.463 -2.169
N -1.978 3.580 -1.459
C -2.370 4.956 -1.785
N -1.767 5.442 -2.987
N -2.584 5.664 -4.072
N -1.890 6.179 -5.014
C -0.578 6.312 -4.560
C 0.543 6.816 -5.225
C 1.739 6.803 -4.544
C 1.824 6.299 -3.229
C 0.725 5.802 -2.561
C -0.489 5.829 -3.262
H 0.295 3.685 1.007
H -1.326 4.280 1.360
H -0.334 5.083 0.148
H -1.836 0.362 -1.827
H -3.043 2.534 -3.018
H -2.122 5.595 -0.944
H -3.441 4.987 -1.945
H 0.457 7.200 -6.233
H 2.631 7.196 -5.016
H 2.782 6.311 -2.724
H 0.820 5.422 -1.553
C 3.281 -0.833 -5.693
C 4.181 -1.024 -4.496
C 5.473 -1.508 -4.706
C 6.358 -1.741 -3.662
C 5.977 -1.493 -2.350
C 4.705 -1.010 -2.103
C 3.829 -0.757 -3.163
Sb 2.044 0.156 -2.495
C 0.748 0.679 -4.041
C 0.627 2.046 -4.317
C -0.139 2.439 -5.400
C -0.801 1.476 -6.158
C -0.677 0.127 -5.857
C 0.109 -0.311 -4.792
C 0.275 -1.787 -4.551
C 2.838 1.988 -1.733
C 2.436 2.368 -0.444
C 3.040 3.411 0.234
C 4.061 4.107 -0.402
C 4.439 3.762 -1.692
C 3.851 2.703 -2.385
C 4.312 2.403 -3.790
H 3.873 -0.805 -6.607
H 2.701 0.088 -5.646
H 2.574 -1.663 -5.785
H 5.786 -1.706 -5.724
H 7.349 -2.122 -3.876
H 6.663 -1.676 -1.532
H 4.405 -0.809 -1.079
H 1.136 2.791 -3.713
H -0.221 3.486 -5.659
H -1.409 1.784 -7.001
H -1.180 -0.612 -6.472
H 0.547 -2.296 -5.478
H -0.642 -2.233 -4.180
H 1.038 -2.021 -3.804
H 1.612 1.849 0.051
H 2.727 3.684 1.237
H 4.554 4.930 0.102
H 5.219 4.330 -2.187
H 4.676 3.312 -4.269
H 3.507 2.001 -4.409
H 5.129 1.678 -3.790